{"formula": "C2H3ClF2N2", "method": "wB97M-V/def2-TZVPD", "symbols": ["C", "C", "H", "H", "H", "N", "N", "F", "F", "Cl"], "positions_angstrom": [[0.37128, 0.25446, 0.18009], [-1.06431, 0.44868, -0.46515], [-0.14852, -1.88127, 0.15663], [1.29468, -1.70930, 1.07300], [2.08318, 1.08878, 0.86976], [0.55235, -1.07924, 0.23620], [0.98206, 1.32054, 0.66957], [-1.73152, 1.38556, 0.07366], [-1.81281, -0.67024, -0.50624], [-0.52638, 0.84204, -2.28753]], "de_lowest_kj_mol": 223.57, "e_tot_ev": -23057.9077, "homo_lumo_gap_ev": 10.0}

=====

{"formula": "C8H12", "method": "wB97M-V/def2-TZVPD", "symbols": ["C", "C", "C", "C", "C", "C", "C", "C", "H", "H", "H", "H", "H", "H", "H", "H", "H", "H", "H", "H"], "positions_angstrom": [[-0.35345, 1.33459, 2.18405], [0.55688, 0.86995, 1.32186], [1.91905, 1.50835, 1.23040], [0.20379, -0.36930, 0.56177], [0.58878, -1.58741, 0.92149], [-0.64103, -0.11845, -0.62942], [-0.53853, -0.88557, -1.72173], [-1.58953, -0.87631, -2.82898], [-0.24412, 2.29625, 2.67188], [-1.29947, 0.81153, 2.28333], [2.72431, 0.87062, 1.59313], [1.93637, 2.43092, 1.80687], [2.06546, 1.74086, 0.16735], [0.44592, -2.48917, 0.32795], [1.15269, -1.84917, 1.79557], [-1.47437, 0.57008, -0.75674], [0.21784, -1.65437, -1.75872], [-2.51659, -1.05711, -2.27619], [-1.47326, -1.64567, -3.58758], [-1.68073, 0.09938, -3.30628]], "smiles": "C=C(C)C(=C)/C=C/C", "de_lowest_kj_mol": 114.83, "e_tot_ev": -8488.3922, "homo_lumo_gap_ev": 9.8}

=====

{"formula": "C31H26FSi", "method": "wB97M-V/def2-TZVPD", "symbols": ["F", "C", "C", "C", "C", "C", "C", "C", "C", "C", "C", "C", "C", "C", "H", "H", "H", "H", "H", "H", "H", "H", "H", "H", "H", "Si", "C", "C", "C", "C", "C", "C", "C", "C", "C", "C", "C", "C", "C", "C", "C", "C", "C", "C", "H", "H", "H", "H", "H", "H", "H", "H", "H", "H", "H", "H", "H", "H", "H"], "positions_angstrom": [[3.64964, 5.26887, 2.16237], [3.29016, 3.90153, 1.94017], [4.19605, 2.95782, 2.18798], [3.82255, 1.62269, 2.00150], [2.51511, 1.32487, 1.58077], [1.61087, 2.35384, 1.27584], [0.24171, 1.93012, 1.08606], [-0.89730, 2.81415, 1.45080], [-2.18481, 2.40439, 1.12369], [-3.29989, 3.07893, 1.67921], [-3.15509, 4.15780, 2.47736], [-1.87208, 4.56685, 2.82943], [-0.73200, 3.88942, 2.38089], [2.01379, 3.66571, 1.42388], [5.24326, 3.20871, 2.55397], [4.52645, 0.82254, 2.13866], [2.19419, 0.25393, 1.59390], [0.00362, 0.77727, 1.76162], [-2.31859, 1.54175, 0.46710], [-4.27419, 2.70660, 1.40598], [-3.98187, 4.72478, 2.85926], [-1.68110, 5.46852, 3.47729], [0.24845, 4.16083, 2.81769], [1.35171, 4.52748, 1.26649], [0.02648, 1.00251, 0.13190], [-0.09964, -0.73202, -0.90224], [-1.71966, -1.50937, -0.38356], [-2.44272, -2.42596, -1.16494], [-3.67920, -2.98182, -0.73425], [-4.19744, -2.64528, 0.53392], [-3.47118, -1.77501, 1.31718], [-2.24405, -1.26198, 0.88972], [-0.06510, -1.09754, -2.73735], [0.43170, -2.30084, -3.32767], [0.28690, -2.59805, -4.71994], [-0.38071, -1.72598, -5.58211], [-0.85488, -0.53325, -5.01403], [-0.71353, -0.25775, -3.63799], [1.18159, -1.89421, -0.29177], [0.95380, -3.18779, 0.18241], [2.01194, -4.06726, 0.58875], [3.36210, -3.63981, 0.48599], [3.58482, -2.36357, -0.02672], [2.53026, -1.53775, -0.42188], [-2.12178, -2.70891, -2.18727], [-4.25496, -3.65859, -1.36313], [-5.13925, -3.06175, 0.87954], [-3.85371, -1.46395, 2.28602], [-1.69691, -0.58491, 1.54670], [1.00514, -3.03843, -2.77743], [0.68883, -3.51661, -5.16445], [-0.53322, -1.94407, -6.63781], [-1.34461, 0.18768, -5.66346], [-1.10202, 0.67352, -3.27517], [-0.05806, -3.59424, 0.34165], [1.82999, -5.06583, 0.98758], [4.17654, -4.27875, 0.80067], [4.62157, -1.99901, -0.10610], [2.77034, -0.54278, -0.79466]], "total_charge": 1, "e_tot_ev": -43153.5132, "homo_lumo_gap_ev": 5.9}